C38H106N8O11 | ωB97M-V with the def2-TZVPD basis set

SMILES: COC[C@H](C)N.COC[C@H](C)N.COC[C@H](C)N.COC[C@H](C)N.COC[C@H](C)N.COC[C@H](C)N.COC[C@H](C)N.COC[C@H](C)N.CCO.CCO.CCO
LUMO energy in eV: 0.0267

The geometry in ORCA input format:
```
! RIJCOSX wB97M-V def2-TZVPD def2/J DEFGRID3
* xyz 0 1
C 1.3631 3.6631 -3.9240
O 0.1449 3.6189 -4.6482
C -0.0177 4.7084 -5.6187
C -1.5152 4.8060 -6.0938
C -2.0653 3.5672 -6.7380
N -1.7999 5.9034 -7.0015
H 1.4069 2.8941 -3.1528
H 1.3627 4.6355 -3.4314
H 2.2290 3.6173 -4.5845
H 0.2694 5.6459 -5.1426
H 0.6545 4.5992 -6.4697
H -2.0383 4.9276 -5.1453
H -1.4122 3.3073 -7.5711
H -3.0404 3.6693 -7.2142
H -2.0561 2.7150 -6.0585
H -0.9795 6.4774 -7.1344
H -2.2911 6.5873 -6.4439
C 4.1159 -6.2283 -2.6966
O 5.0424 -7.3378 -2.5585
C 6.3511 -6.9326 -3.0039
C 7.2973 -8.1563 -2.7801
C 7.4050 -8.6087 -1.3618
N 8.6492 -7.7769 -3.2827
H 4.2994 -5.4839 -1.9219
H 3.0960 -6.6121 -2.7210
H 4.2727 -5.7230 -3.6496
H 6.2536 -6.6318 -4.0470
H 6.7232 -6.1246 -2.3740
H 6.8738 -8.9342 -3.4155
H 7.8959 -9.5809 -1.4078
H 6.4132 -8.8789 -0.9992
H 7.9748 -7.9532 -0.7032
H 9.0848 -7.0990 -2.6739
H 8.4917 -7.3265 -4.1729
C 4.4685 6.9025 6.9616
O 4.7669 5.8383 6.0601
C 5.9616 6.1375 5.2642
C 5.8157 5.3079 3.9414
C 5.7289 3.8066 4.1118
N 6.8763 5.6435 3.0255
H 5.2814 7.0298 7.6765
H 3.6332 6.5933 7.5898
H 4.1680 7.8331 6.4802
H 6.1214 7.1821 4.9970
H 6.8672 5.8206 5.7815
H 4.8941 5.6466 3.4681
H 5.8044 3.1570 3.2398
H 4.8036 3.5504 4.6277
H 6.4444 3.4952 4.8729
H 6.7895 6.6400 2.8855
H 6.6636 5.2443 2.1224
C -0.6113 -4.8425 -9.6421
O -1.4323 -4.0618 -8.7194
C -2.1164 -4.8014 -7.6513
C -2.6445 -3.8624 -6.5645
C -3.1486 -4.7003 -5.3655
N -3.8162 -3.0336 -6.9391
H -0.4906 -4.2797 -10.5677
H -1.2600 -5.7024 -9.8095
H 0.3519 -5.1488 -9.2340
H -2.9373 -5.4135 -8.0246
H -1.4030 -5.4735 -7.1743
H -1.8997 -3.2028 -6.1191
H -2.4022 -5.4228 -5.0353
H -4.1368 -5.1602 -5.3679
H -3.1838 -3.9974 -4.5332
H -3.6270 -2.5826 -7.8228
H -4.5237 -3.6929 -7.2307
C -9.1796 2.4464 -2.4354
O -8.2750 3.2486 -3.0655
C -7.1157 2.5367 -3.4627
C -6.3484 1.7481 -2.3311
C -5.7878 2.6223 -1.1735
N -5.2560 0.9726 -2.8054
H -9.5418 1.6712 -3.1105
H -10.0151 2.9339 -1.9329
H -8.7046 1.8838 -1.6316
H -7.4091 1.9566 -4.3376
H -6.4422 3.3108 -3.8304
H -6.9739 0.9342 -1.9647
H -5.2439 2.0410 -0.4290
H -6.5723 3.2415 -0.7383
H -5.0491 3.3090 -1.5868
H -4.6639 1.6457 -3.2706
H -5.5624 0.3354 -3.5266
C 6.8835 -2.5104 1.4576
O 6.9789 -1.5230 0.4643
C 8.2843 -1.3977 -0.1479
C 8.3359 -0.2759 -1.1618
C 7.4569 -0.5091 -2.3686
N 9.7420 -0.0844 -1.5110
H 7.5725 -2.2789 2.2699
H 7.2423 -3.5033 1.1862
H 5.8683 -2.5425 1.8531
H 9.0831 -1.2358 0.5759
H 8.4893 -2.3236 -0.6852
H 7.9137 0.6127 -0.6925
H 6.6317 -1.1524 -2.0631
H 7.8846 -1.0047 -3.2401
H 7.1207 0.4218 -2.8251
H 9.9202 0.6738 -2.1541
H 10.2528 0.1845 -0.6822
C -6.5801 -4.2048 1.7071
O -7.9080 -4.6568 1.3948
C -8.5643 -3.7795 0.4911
C -9.9433 -4.4440 0.1330
C -10.6245 -3.7400 -1.0621
N -10.8377 -4.4618 1.3239
H -6.2407 -4.8689 2.5019
H -6.5876 -3.2105 2.1536
H -5.9593 -4.2902 0.8152
H -8.6037 -2.7994 0.9665
H -7.9657 -3.4740 -0.3670
H -9.6970 -5.4862 -0.0704
H -10.0715 -3.8926 -1.9890
H -10.6462 -2.6679 -0.8664
H -11.6452 -3.9977 -1.3447
H -10.2418 -4.6254 2.1228
H -11.2237 -3.5587 1.5596
C -0.8132 7.5497 2.0126
O -1.1794 6.6174 2.9773
C -0.0931 6.0558 3.6376
C -0.6894 5.2537 4.8794
C -1.4995 6.0362 5.8506
N 0.2905 4.4044 5.4854
H -0.6321 6.9355 1.1305
H 0.1223 8.0877 2.1660
H -1.6493 8.2152 1.7979
H 0.6068 5.4601 3.0517
H 0.6215 6.7651 4.0551
H -1.4251 4.5549 4.4813
H -2.0265 5.4262 6.5843
H -2.2067 6.7889 5.5022
H -0.8374 6.7092 6.3954
H 1.0344 4.9693 5.8696
H 0.7389 3.7924 4.8187
C 0.6115 -1.0449 1.9463
C -0.4896 -0.1844 1.2751
O -1.1874 -1.0790 0.4201
H 1.2827 -0.5304 2.6340
H 1.1841 -1.5522 1.1698
H 0.0530 -1.8085 2.4878
H -0.0448 0.6102 0.6760
H -1.1897 0.3223 1.9395
H -1.8479 -0.7304 -0.1831
C 2.3489 -3.3514 7.4540
C 3.1086 -2.0600 7.8429
O 2.5435 -1.6278 8.9998
H 1.3305 -3.0162 7.2575
H 2.4383 -4.1796 8.1570
H 2.6860 -3.8036 6.5213
H 3.2153 -1.2239 7.1518
H 4.1516 -2.3003 8.0492
H 1.6691 -1.2807 8.8084
C -4.5228 0.5353 8.3386
C -3.3139 0.2560 7.5211
O -2.0527 0.4219 8.1835
H -4.4519 1.5875 8.6141
H -4.5492 -0.0514 9.2568
H -5.4842 0.3630 7.8548
H -3.3447 0.9876 6.7137
H -3.2252 -0.7574 7.1295
H -1.7234 1.2423 7.8091
*
```


C38H114N18O7P6S | ωB97M-V with the def2-TZVPD basis set

LUMO energy in eV: 0.0432

The geometry in ORCA input format:
```
! RIJCOSX wB97M-V def2-TZVPD def2/J DEFGRID3
* xyz 0 1
O 2.9374 -1.1562 -5.7428
P 1.6709 -0.8623 -6.4269
N 0.3317 -1.7831 -5.7581
C -1.0624 -1.4714 -6.1272
C 0.6636 -3.2224 -5.7933
N 1.6916 -1.1423 -8.0785
C 2.9351 -1.6364 -8.7861
C 0.4941 -1.1987 -8.8793
N 1.0534 0.7920 -6.2763
C 0.9495 1.4184 -4.9269
C 1.3189 1.7995 -7.2624
H -1.1898 -0.4137 -6.3573
H -1.6671 -1.7626 -5.2683
H -1.4277 -1.8215 -7.0926
H -0.0143 -3.7376 -6.4739
H 0.5832 -3.5953 -4.7723
H 1.5622 -3.5221 -6.3328
H 3.4067 -0.7533 -9.2171
H 3.6297 -2.0011 -8.0294
H 2.7753 -2.3985 -9.5489
H 0.7122 -0.9920 -9.9271
H 0.0476 -2.1855 -8.7568
H -0.1979 -0.4530 -8.4880
H 1.1408 2.4887 -5.0043
H -0.0863 1.1775 -4.6882
H 1.6510 0.9855 -4.2137
H 0.9142 1.3865 -8.1864
H 2.3769 2.0132 -7.4144
H 0.7565 2.7305 -7.1903
O -0.5270 -1.9775 0.6827
P 0.4352 -0.8703 0.4676
N 1.0702 -0.8594 -1.1887
C 2.3532 -0.2377 -1.4965
C 0.3340 -1.5115 -2.3188
N 1.8957 -1.0688 1.3650
C 2.8068 -2.2322 1.2130
C 2.1060 -0.3862 2.6876
N -0.2031 0.7573 0.7497
C -1.6013 0.9333 1.0487
C 0.5822 1.9256 0.3168
H 2.3055 0.0614 -2.5436
H 3.2047 -0.8837 -1.2826
H 2.5413 0.6921 -0.9595
H 0.8111 -2.3575 -2.8135
H 0.0485 -0.7450 -3.0392
H -0.5800 -1.9831 -1.9577
H 2.8598 -2.2905 0.1259
H 3.8307 -1.9670 1.4764
H 2.3810 -3.2044 1.4614
H 2.0253 -1.1491 3.4619
H 3.0940 0.0550 2.5560
H 1.4485 0.4274 2.9937
H -2.1568 0.0025 0.9340
H -1.7550 1.3871 2.0278
H -2.1904 1.6146 0.4348
H 0.6331 2.0166 -0.7682
H 1.6091 1.8583 0.6761
H 0.1245 2.8461 0.6790
O -0.3001 -2.7700 9.5750
P 0.5556 -2.7471 8.3602
N 2.1854 -2.9941 8.8103
C 2.8228 -2.1718 9.8874
C 3.0934 -4.0576 8.2145
N 0.5778 -1.3182 7.4245
C -0.3661 -0.2875 7.8353
C 1.7396 -0.7487 6.7716
N 0.1517 -3.9781 7.2700
C -0.6328 -3.6025 6.0808
C -0.3150 -5.3457 7.7243
H 1.9963 -2.0098 10.5793
H 3.1006 -1.2228 9.4287
H 3.6176 -2.7504 10.3582
H 2.4701 -4.8148 7.7388
H 3.6237 -4.5079 9.0536
H 3.7468 -3.5437 7.5095
H 0.2551 0.3326 8.4816
H -0.8701 0.3173 7.0814
H -1.2117 -0.6518 8.4188
H 2.1502 -1.4471 6.0423
H 1.4693 0.2158 6.3418
H 2.4001 -0.5611 7.6182
H -0.4564 -4.4308 5.3946
H -1.6367 -3.3386 6.4132
H -0.1178 -2.7404 5.6567
H -1.3348 -5.1120 8.0300
H 0.3688 -5.6111 8.5305
H -0.3000 -6.0444 6.8878
O -7.2762 -2.9421 -2.2146
P -5.8739 -2.3955 -2.4181
N -4.5897 -3.5747 -2.3554
C -4.2401 -4.4209 -3.5202
C -4.0380 -4.0296 -1.0138
N -5.4940 -1.1738 -1.2883
C -4.2333 -0.4859 -1.1116
C -6.5777 -0.4978 -0.6771
N -5.7987 -1.6088 -3.9757
C -4.5158 -0.8912 -4.4615
C -7.0883 -1.1184 -4.5020
H -5.0204 -5.1463 -3.7506
H -3.3876 -5.0644 -3.3026
H -3.9133 -3.7684 -4.3299
H -4.7026 -4.6198 -0.3828
H -3.6733 -3.1921 -0.4190
H -3.1067 -4.5614 -1.2084
H -3.9654 -0.0145 -2.0572
H -4.1580 0.2203 -0.2847
H -3.4934 -1.2797 -1.0087
H -6.5176 -0.4795 0.4111
H -6.5808 0.5574 -0.9500
H -7.5320 -0.9681 -0.9144
H -4.5657 0.1388 -4.1085
H -3.6097 -1.3110 -4.0247
H -4.3064 -0.8540 -5.5305
H -7.6629 -1.7613 -5.1688
H -6.9269 -0.1652 -5.0055
H -7.6965 -0.9157 -3.6205
O 10.6938 -0.7909 -0.8409
P 9.4729 -0.0300 -0.1943
N 8.0581 -0.9984 -0.2126
C 6.8394 -0.8823 -1.1037
C 8.1139 -2.2340 0.5003
N 8.9509 1.4304 -0.9417
C 7.7251 2.1964 -0.6925
C 9.9136 2.2024 -1.7872
N 9.5987 0.3595 1.4630
C 8.6845 1.1327 2.2903
C 11.0032 0.1090 2.0340
H 6.4037 -1.8563 -1.3262
H 7.1639 -0.4475 -2.0491
H 6.0632 -0.2345 -0.6962
H 7.2121 -2.8271 0.6520
H 8.5537 -2.0466 1.4799
H 8.8161 -2.9026 0.0023
H 7.8197 3.2802 -0.6243
H 7.1650 2.1651 -1.6270
H 7.1268 1.5905 -0.0121
H 9.6161 3.1455 -2.2456
H 10.7953 2.5511 -1.2495
H 10.4439 1.6577 -2.5683
H 8.7701 0.9861 3.3670
H 8.8152 2.1841 2.0345
H 7.6740 0.8276 2.0182
H 10.9386 -0.8911 2.4626
H 11.1815 0.8298 2.8319
H 11.7929 0.3804 1.3335
O -6.4950 3.7520 0.0761
P -5.7280 4.9960 0.0152
N -6.7033 6.2591 -0.6812
C -8.1918 6.2639 -0.5694
C -6.1622 7.4410 -1.3588
N -4.2733 4.8167 -0.7441
C -4.1193 4.7403 -2.2671
C -3.2978 3.9517 -0.0034
N -5.4324 5.8523 1.4880
C -6.4883 5.9814 2.4808
C -4.3848 6.7954 1.5807
H -8.5775 5.6119 0.2144
H -8.6655 6.0505 -1.5276
H -8.5002 7.2700 -0.2852
H -5.0795 7.5103 -1.4636
H -6.4310 8.3526 -0.8251
H -6.6498 7.5633 -2.3260
H -3.5202 5.4701 -2.8118
H -4.0650 3.7558 -2.7317
H -5.0707 5.0809 -2.6759
H -3.1858 4.2084 1.0500
H -3.6145 2.9111 -0.0739
H -2.2827 4.0096 -0.3961
H -7.3256 5.2838 2.4608
H -5.9300 5.7490 3.3877
H -6.9475 6.9446 2.7033
H -3.4339 6.3846 1.2413
H -4.3115 7.1349 2.6139
H -4.6250 7.7240 1.0630
C -2.2917 -2.4247 3.3243
S -3.4815 -1.7866 4.6009
O -2.6488 -0.9093 5.5806
C -4.1120 -0.5127 3.4282
H -1.7718 -3.2312 3.8414
H -1.7183 -1.5951 2.9108
H -2.8594 -2.8500 2.4967
H -3.5287 0.3922 3.5987
H -5.1694 -0.3258 3.6152
H -4.0147 -0.7798 2.3759
*
```


Electronic energy: -2776.73989; -5474.80995 (Ha)
ΔE to the lowest compared entry with this formula, charge and spin: 5.885; 7.564 (eV)
Kohn-Sham gap: 9.3; 8.0 (eV)